{
  "formula": "C2H8N2O3",
  "method": "ωB97M-V with the def2-TZVPD basis set",
  "symbols": ["O", "O", "O", "N", "N", "C", "C", "H", "H", "H", "H", "H", "H", "H", "H"],
  "positions_angstrom": [[-2.953, -0.043, 0.714], [1.065, -0.219, -1.450], [-1.593, 0.366, 0.447], [0.672, 0.874, 0.506], [1.015, 2.087, -0.135], [0.655, -0.253, -0.179], [0.407, -1.573, 0.462], [2.004, 2.069, -0.363], [-0.293, -2.154, -0.140], [0.486, 2.175, -1.001], [-0.365, 0.941, 0.992], [-0.039, -1.435, 1.442], [1.021, -1.101, -1.841], [-3.437, 0.382, -0.009], [1.355, -2.116, 0.556]],
  "fmax_ev_per_a": 0.94,
  "e_above_lowest_kj_mol": 572.3
}